Molecular formula: C21H72N8O15
Method: DFT, wB97M-V/def2-TZVPD

Each atom is followed by the atoms it is bonded to, with distances in Å.
Positions of all 116 atoms, in Å:
1 C 11.841 6.521 3.778  C2 1.571, H4 1.107, H5 1.103, H6 1.147
2 C 11.442 5.546 4.943  C1 1.571, O3 1.389, H7 1.031, H8 0.998
3 O 12.603 5.349 5.680  C2 1.389, H9 1.001
4 H 12.109 5.963 2.861  C1 1.107
5 H 12.697 7.170 4.027  C1 1.103
6 H 11.048 7.321 3.562  C1 1.147
7 H 11.135 4.741 4.376  C2 1.031
8 H 10.681 5.934 5.458  C2 0.998
9 H 13.125 4.603 5.263  O3 1.001
10 C 5.600 3.555 3.446  C11 1.511, H13 1.141, H14 1.063, H15 1.057
11 C 5.732 4.973 2.943  C10 1.511, O12 1.365, H16 1.070, H17 1.102
12 O 6.431 5.725 3.841  C11 1.365, H18 0.975
13 H 6.486 2.948 3.060  C10 1.141
14 H 4.742 3.146 2.970  C10 1.063
15 H 5.642 3.558 4.502  C10 1.057
16 H 4.724 5.332 2.920  C11 1.070
17 H 6.099 5.022 1.905  C11 1.102
18 H 6.106 6.643 3.866  O12 0.975
19 C 4.714 5.953 8.293  C20 1.550, H22 1.084, H23 1.086, H24 1.096
20 C 4.311 5.829 6.801  C19 1.550, O21 1.364, H25 1.127, H26 1.038
21 O 4.602 4.568 6.369  C20 1.364, H27 0.934
22 H 5.764 5.693 8.368  C19 1.084
23 H 4.069 5.494 9.036  C19 1.086
24 H 4.678 6.995 8.630  C19 1.096
25 H 4.840 6.539 6.106  C20 1.127
26 H 3.303 6.068 6.733  C20 1.038
27 H 5.421 4.658 5.928  O21 0.934
28 C 12.947 10.334 3.643  C29 1.531, H31 1.129, H32 1.132, H33 1.047
29 C 11.643 11.131 3.548  C28 1.531, O30 1.350, H34 1.115, H35 1.068
30 O 11.688 12.287 4.243  C29 1.350, H36 0.960
31 H 13.188 9.893 4.654  C28 1.129
32 H 13.814 10.965 3.279  C28 1.132
33 H 12.863 9.468 3.061  C28 1.047
34 H 10.710 10.570 3.793  C29 1.115
35 H 11.502 11.512 2.560  C29 1.068
36 H 11.114 12.941 3.839  O30 0.960
37 C 8.237 3.715 0.342  C38 1.512, H40 1.135, H41 1.096, H42 1.146
38 C 8.927 4.781 1.162  C37 1.512, O39 1.474, H43 1.108, H44 1.126
39 O 9.863 4.070 2.051  C38 1.474, H45 0.954
40 H 7.438 3.177 0.942  C37 1.135
41 H 8.947 2.989 -0.073  C37 1.096
42 H 7.761 4.193 -0.584  C37 1.146
43 H 8.198 5.337 1.785  C38 1.108
44 H 9.557 5.477 0.540  C38 1.126
45 H 10.258 4.660 2.687  O39 0.954
46 C 6.702 8.231 1.260  C47 1.536, H49 1.059, H50 1.104, H51 1.049
47 C 6.928 8.036 -0.247  C46 1.536, O48 1.423, H52 1.115, H53 1.101
48 O 7.309 6.723 -0.641  C47 1.423, H54 0.954
49 H 7.611 7.864 1.661  C46 1.059
50 H 5.932 7.490 1.535  C46 1.104
51 H 6.351 9.145 1.637  C46 1.049
52 H 7.703 8.775 -0.561  C47 1.115
53 H 6.110 8.271 -0.946  C47 1.101
54 H 6.492 6.331 -0.343  O48 0.954
55 C 9.627 10.394 7.177  O56 1.451, N57 1.303, N58 1.270
56 O 10.600 9.351 6.908  C55 1.451
57 N 8.392 10.062 7.425  C55 1.303, H59 1.068, H60 1.003
58 N 9.874 11.640 7.198  C55 1.270, H61 1.083, H62 1.047
59 H 8.167 9.019 7.460  N57 1.068
60 H 7.581 10.650 7.460  N57 1.003
61 H 10.895 11.987 7.098  N58 1.083
62 H 9.240 12.137 7.867  N58 1.047
63 C 5.293 11.183 3.917  O64 1.374, N65 1.290, N66 1.314
64 O 4.312 10.258 3.650  C63 1.374
65 N 5.129 12.452 3.756  C63 1.290, H67 1.072, H68 1.034
66 N 6.548 10.867 4.144  C63 1.314, H69 1.035, H70 1.026
67 H 4.288 12.803 3.191  N65 1.072
68 H 5.879 13.118 4.008  N65 1.034
69 H 6.820 9.870 4.209  N66 1.035
70 H 7.213 11.441 4.673  N66 1.026
71 C 8.136 13.601 4.977  O72 1.434, N73 1.263, N74 1.296
72 O 8.213 14.328 6.210  C71 1.434
73 N 7.495 13.984 3.958  C71 1.263, H75 1.046, H76 1.110
74 N 8.706 12.453 4.788  C71 1.296, H77 1.073, H78 1.041
75 H 6.897 14.836 4.064  N73 1.046
76 H 7.467 13.553 2.935  N73 1.110
77 H 9.286 12.033 5.588  N74 1.073
78 H 8.602 11.834 3.957  N74 1.041
79 C 8.539 12.340 1.500  O80 1.391, N81 1.259, N82 1.289
80 O 9.788 12.670 0.984  C79 1.391
81 N 7.542 13.109 1.530  C79 1.259, H83 1.070, H84 1.051
82 N 8.233 11.188 1.990  C79 1.289, H85 1.051, H86 1.063
83 H 7.710 13.983 0.936  N81 1.070
84 H 6.571 12.790 1.284  N81 1.051
85 H 8.940 10.428 1.820  N82 1.051
86 H 7.405 10.936 2.607  N82 1.063
87 C 8.628 8.062 4.261  O88 1.465, H89 1.150, H90 1.193, H91 1.132
88 O 7.229 8.217 4.669  C87 1.465, H92 0.961
89 H 9.198 9.061 4.240  C87 1.150
90 H 8.532 7.521 3.202  C87 1.193
91 H 9.169 7.312 4.913  C87 1.132
92 H 7.164 7.880 5.567  O88 0.961
93 C 7.910 4.006 6.150  O94 1.425, H95 1.091, H96 1.091, H97 1.143
94 O 8.391 4.319 4.845  C93 1.425, H98 0.950
95 H 7.254 4.783 6.544  C93 1.091
96 H 8.798 3.977 6.784  C93 1.091
97 H 7.418 2.981 6.262  C93 1.143
98 H 7.839 5.033 4.548  O94 0.950
99 C 3.484 9.378 6.559  O100 1.392, H101 1.128, H102 1.098, H103 1.082
100 O 4.782 8.914 6.748  C99 1.392, H104 0.911
101 H 3.521 10.482 6.331  C99 1.128
102 H 3.001 9.168 7.523  C99 1.098
103 H 3.048 8.894 5.695  C99 1.082
104 H 5.294 9.326 6.116  O100 0.911
105 C 10.438 8.135 0.599  O106 1.389, H107 1.075, H108 1.077, H109 1.027
106 O 10.282 9.472 0.941  C105 1.389, H110 0.929
107 H 10.588 8.109 -0.465  C105 1.075
108 H 9.565 7.509 0.682  C105 1.077
109 H 11.195 7.614 1.057  C105 1.027
110 H 10.923 9.999 0.524  O106 0.929
111 C 8.412 6.944 8.057  O112 1.391, H113 1.070, H114 1.067, H115 1.068
112 O 7.273 7.479 7.462  C111 1.391, H116 1.011
113 H 8.788 7.620 8.796  C111 1.070
114 H 9.165 6.963 7.302  C111 1.067
115 H 8.277 5.925 8.347  C111 1.068
116 H 6.421 7.222 7.941  O112 1.011

**Gap between HOMO and LUMO**: 9.07 eV
**HOMO level**: -0.341 Eh
**Spin multiplicity**: 1
**LUMO level**: -0.0075 Ha

Löwdin population analysis, charges in e, atoms 1 to 99: -0.061, -0.303, -0.058, 0.073, 0.068, 0.067, 0.067, 0.044, 0.128, -0.042, -0.333, -0.099, 0.100, 0.075, 0.037, 0.114, 0.095, 0.095, -0.054, -0.310, -0.046, 0.054, 0.086, 0.067, 0.117, 0.092, -0.002, -0.054, -0.382, -0.069, 0.095, 0.100, 0.022, 0.087, 0.080, 0.081, -0.089, -0.285, -0.093, 0.078, 0.076, 0.086, 0.083, 0.106, 0.013, -0.048, -0.304, -0.072, 0.022, 0.083, 0.047, 0.114, 0.116, 0.067, -0.609, -0.166, 0.182, 0.128, 0.087, 0.117, 0.196, 0.157, -0.625, -0.104, 0.158, 0.122, 0.170, 0.068, 0.081, 0.074, -0.628, -0.173, 0.107, 0.127, 0.156, 0.056, 0.093, 0.085, -0.652, -0.085, 0.108, 0.169, 0.193, 0.175, 0.105, 0.088, -0.084, -0.183, 0.084, 0.095, 0.076, 0.037, -0.139, -0.118, 0.052, 0.077, 0.113, 0.004, -0.152